No. 1
Formula: C2F5N3S5
Source: OMol25
Level of theory: the ωB97M-V functional and the def2-TZVPD basis

Geometry as ORCA input:
```
! RIJCOSX wB97M-V def2-TZVPD def2/J DEFGRID3
* xyz 0 1
S 2.2969 1.2265 -0.5894
S -0.6722 2.8052 -0.4210
S 1.9118 -1.9135 -0.6136
S -2.9313 0.4296 0.6115
S -1.3493 -2.6153 0.4800
F 2.4918 -2.1944 1.0385
F -0.1090 3.6953 0.9259
F 3.2175 1.0919 0.8496
F -0.7097 -3.4823 -0.7927
F -3.3157 1.1241 -0.8607
N 0.8754 0.6766 -0.4707
N -0.3931 1.1789 -0.1114
N 0.6182 -1.0092 -0.3696
C -1.2567 0.0813 0.2220
C -0.6747 -1.0946 0.1016
*
```

Output
Calculated total energy   -74300.8332 eV
SMILES   FSC1=C(SF)N(SF)N(SF)N1SF

These are the natural (NBO) partial charges, in e, on atoms 1 to 5: 0.951 0.830 0.924 0.694 0.740



No. 2
Formula: C27H78KN9O12P3S3
Source: OMol25
Level of theory: the ωB97M-V functional and the def2-TZVPD basis

Geometry as ORCA input:
```
! RIJCOSX wB97M-V def2-TZVPD def2/J DEFGRID3
* xyz 1 1
K -0.1911 -0.5462 0.0276
S 1.6406 -4.1622 -0.0158
S 2.9157 -0.3664 2.6244
S -2.0415 -0.3477 3.5555
P 2.0644 0.2219 -3.1737
P -0.0113 3.4661 0.8484
P -3.7134 -0.7989 -1.2902
O -1.8240 -0.4957 5.0883
O 0.0859 1.9921 0.8294
O 3.7367 0.3066 1.6506
O 2.7994 -3.3840 -0.3070
O 0.7551 0.2294 -2.3710
O 2.2683 -1.6008 2.3158
O 3.9204 -0.6089 3.9417
O 0.3791 -3.5034 -0.1717
O -3.0614 0.6226 3.3718
O 1.5683 -5.4149 -0.9577
O -2.6121 -1.2334 -0.3862
O -0.7641 -0.0971 2.9589
N 2.1536 -1.1918 -4.0159
N -1.0693 4.2012 1.8420
N -4.9396 -1.8331 -1.2388
N -3.1120 -0.4040 -2.7746
N -0.5524 3.9013 -0.6151
N 3.4753 0.4756 -2.4114
N 2.0069 1.4562 -4.2828
N 1.4136 4.1324 1.3350
N -4.4301 0.6308 -0.8572
C -5.1910 0.6253 0.4150
C 1.5273 5.5649 1.2744
C 4.3423 -0.6341 -2.1607
C -0.7104 4.5160 3.2284
C 1.8661 -2.5170 -3.4604
C -0.1500 3.1043 -1.7410
C 1.6924 -4.8948 1.4946
C 1.9102 0.7886 3.4238
C 0.7165 1.7370 -4.8551
C -1.1122 5.1806 -0.9111
C -2.1021 -1.1932 -3.3862
C -2.4875 4.0937 1.6280
C 2.6711 -6.3767 -1.1060
C 5.0958 -1.4826 3.7737
C 2.8952 -1.2740 -5.2626
C -6.2958 -1.5325 -1.6260
C -2.2548 0.5792 7.2148
C -2.8884 -0.0978 6.0108
C 2.6261 3.3663 1.4504
C -4.7365 -3.1308 -0.6316
C -2.6968 -1.9239 3.1132
C 4.8848 -2.7020 4.5783
C -3.8567 1.8937 -1.2357
C -4.0904 0.1003 -3.7620
C 3.1223 2.1173 -4.8467
C 3.4902 1.5195 -1.3147
C 2.3241 -7.6631 -0.4551
H 0.6929 1.5860 -5.9239
H -1.9250 -2.6728 3.1306
H -5.6880 -0.3624 0.4547
H 1.2914 -3.1212 -4.1383
H 3.2516 3.5303 2.3048
H -0.0934 2.0487 -1.4873
H -3.0698 4.8737 2.0351
H 4.6811 -1.1040 -3.0643
H -1.5571 -0.0870 7.7565
H -3.7489 0.9442 -4.4089
H 2.3879 2.2844 1.4204
H -4.5967 -3.9960 -1.2575
H -2.9047 3.1457 2.1047
H 2.8147 -3.0242 -3.2870
H -3.5529 1.9011 -2.2836
H 2.4159 -1.9889 -5.9164
H -6.7488 -2.4460 -1.9697
H -0.5471 5.8167 -1.5837
H 5.7126 -3.3829 4.4725
H -3.4754 0.5889 5.4233
H 0.7394 5.9747 1.9433
H 0.4808 2.7917 -4.6310
H -1.4354 5.7664 -0.0327
H 2.5765 1.5969 3.7144
H 1.7759 -4.0847 2.2492
H 1.1919 1.0685 2.6299
H 3.9196 -1.6644 -5.1130
H -1.5101 -0.5721 -4.0008
H 3.1310 1.0158 -0.4028
H 5.9797 -0.8632 4.0204
H -1.4463 -1.6515 -2.6090
H -4.4961 0.6241 1.2479
H -5.5799 -3.3508 0.0366
H 0.8004 3.3262 -2.2030
H 1.9599 -7.5980 0.5950
H -1.1282 5.4611 3.5501
H 2.9334 2.4474 -5.8461
H 2.5385 -5.5888 1.5362
H 4.4495 1.9462 -1.1555
H -5.0018 0.3511 -3.2191
H 2.5413 5.7664 1.4947
H -1.6402 1.4426 6.8914
H 3.5568 -5.9209 -0.7271
H -4.7170 2.5641 -1.3126
H 5.1907 -1.7648 2.7125
H 3.2787 -8.1894 -0.4215
H 3.9395 -1.4573 -1.5054
H 4.1096 -3.3955 4.2602
H 2.7649 2.2396 -1.7240
H -3.1161 -1.8720 2.1265
H -3.3380 -1.0230 6.4117
H 2.8634 -0.3203 -5.8004
H -3.0468 0.8233 7.9148
H -4.3659 -0.6797 -4.4843
H 4.7601 -2.3981 5.6192
H 1.3377 -2.4373 -2.5411
H -1.0880 3.7646 3.9013
H 1.3386 5.9547 0.2911
H -0.9376 3.2625 -2.4778
H -2.4603 -1.8920 -4.1360
H 5.1473 -0.2135 -1.5893
H -5.9980 1.3327 0.4012
H 3.3078 3.4551 0.6005
H -2.8134 3.9954 0.5611
H 0.7780 -5.4854 1.6581
H 3.5693 2.9899 -4.3175
H 1.6278 -8.2688 -1.0457
H -0.0263 1.0989 -4.3311
H 2.7961 -6.4739 -2.1620
H 1.3744 0.3487 4.2755
H -6.8907 -1.2619 -0.7640
H 3.9638 1.4159 -5.0256
H -3.8321 -3.1372 -0.0339
H 0.3646 4.5336 3.3585
H -6.3717 -0.7848 -2.4156
H -2.0833 4.9547 -1.3840
H -3.0956 2.2948 -0.5524
H -3.4616 -2.2042 3.8100
*
```

Output
Calculated total energy   -143942.4290 eV

These are the Mulliken partial charges, in e, on atoms 1 to 5: 0.103 1.284 1.221 1.250 -1.256



No. 3
Formula: C36H33BrF2IN6OPb
Source: OMol25
Level of theory: the ωB97M-V functional and the def2-TZVPD basis

Geometry as ORCA input:
```
! RIJCOSX wB97M-V def2-TZVPD def2/J DEFGRID3
* xyz -1 1
Pb -0.5330 -0.9124 -0.6586
I 2.0335 -2.8903 -0.3404
Br 4.3447 -2.9010 -3.0847
F -1.8297 -2.9505 -2.7312
F -0.1712 -1.9230 -3.7714
O 2.1755 -1.4099 1.5237
N -1.8580 1.1222 -1.5607
N -3.8938 -0.9362 1.0819
N -1.8409 2.6228 1.5930
N 2.1726 2.5940 1.1673
N -2.5209 1.4344 1.4032
N 0.1628 1.4081 1.3406
C 0.3440 1.8440 -2.1821
C 2.7760 -3.9879 -3.1967
C 2.3116 5.0112 1.2669
C 1.8904 -1.7938 2.8214
C 0.4184 -2.2069 2.9488
C 1.8567 -4.0218 -2.1650
C 1.4923 -5.5133 -4.5174
C 0.7370 -4.8306 -2.3458
C -3.5509 -1.4062 3.4031
C 0.5490 -5.5674 -3.5016
C -3.4202 -0.5926 2.2805
C -1.7639 2.9328 -3.0863
C 0.1830 3.8675 1.4716
C 3.0986 1.6055 -2.1132
C 1.6689 6.2239 1.4039
C -4.6620 -2.9974 2.0273
C -2.6878 0.6827 2.4085
C 2.7922 -2.9649 3.2428
C 2.6136 -4.7165 -4.3657
C 2.2868 0.5611 -1.6933
C -3.1842 1.1798 -1.5781
C 0.2858 6.2752 1.5747
C -1.1333 1.9812 -2.2784
C -0.4455 5.1046 1.6054
C 0.8935 0.6483 -1.6967
C -4.4915 -2.1121 0.9704
C 1.5672 3.8323 1.3006
C -1.1709 -1.7131 -2.8348
C -0.5582 2.5856 1.4765
C 2.1457 -0.6100 3.7692
C 1.1546 2.9139 -2.5713
C 2.5335 2.8007 -2.5346
C -3.1427 2.9864 -3.1156
C -3.8774 2.0987 -2.3424
C 1.4389 1.4561 1.2103
C -4.1827 -2.6298 3.2733
H 1.3533 -6.0757 -5.4308
H 2.6282 -3.2568 4.2844
H -0.3442 -6.1667 -3.6167
H 1.9623 -0.8733 4.8141
H -4.9584 2.1132 -2.3317
H 2.2462 7.1387 1.3761
H -1.9030 -1.0569 -3.3321
H -3.1333 -1.0883 4.3492
H 2.7640 -0.3435 -1.3417
H 3.1641 2.5265 1.0043
H -0.2126 7.2298 1.6770
H 3.1565 3.6341 -2.8346
H 3.3837 4.9639 1.1278
H 1.9746 0.5042 1.1492
H 1.4901 0.2210 3.5034
H 4.1756 1.4859 -2.1026
H 2.6038 -3.8340 2.6110
H 3.1820 -0.2814 3.6720
H -4.8432 -2.3705 -0.0223
H 3.8371 -2.6788 3.1180
H -0.2093 -1.3736 2.6302
H -0.0196 -4.8550 -1.5738
H -3.6431 3.7138 -3.7422
H -3.6873 0.4705 -0.9333
H 0.2014 -3.0565 2.2991
H 0.7128 3.8516 -2.8844
H -2.2637 0.9235 3.3867
H -1.5199 5.1144 1.7247
H 3.3558 -4.6484 -5.1489
H -1.1788 3.6028 -3.6972
H -4.2864 -3.2888 4.1253
H -5.1508 -3.9483 1.8668
H 0.1542 -2.4827 3.9740
*
```

Output
Relative energy (zero: lowest compared OMol25 entry of this formula, charge and spin)   0.000 eV

These are the Mulliken partial charges, in e, on atoms 1 to 5: 0.401 0.203 -0.249 -0.350 -0.325



No. 4
Formula: C9H12ClN4
Source: OMol25
Level of theory: the ωB97M-V functional and the def2-TZVPD basis

Geometry as ORCA input:
```
! RIJCOSX wB97M-V def2-TZVPD def2/J DEFGRID3
* xyz 1 1
Cl 0.3182 2.3012 1.6689
N -0.0217 -0.9369 -0.9441
N -1.6008 -2.0432 0.3053
N -0.7760 -2.0154 -0.6846
N -2.0439 -1.0120 0.7945
C -2.0827 -3.4038 0.7272
C 3.0432 1.9606 -1.8900
C 1.3563 2.1937 0.3429
C 1.2211 1.1176 -0.5905
C 3.2050 2.9838 -0.9870
C 0.1134 0.2192 -0.3185
C 2.3512 3.1343 0.0922
C 2.0702 1.0055 -1.7005
C -3.0631 -0.8733 1.7029
H 0.4982 -1.2817 -1.7712
H -3.7906 -1.6752 1.5457
H -3.0750 -3.3457 0.3731
H -1.4381 -4.1145 0.0896
H -0.4117 0.6032 0.5462
H 4.2172 3.5599 -1.1390
H -2.6493 -1.0297 2.8126
H 2.5379 3.9267 0.8455
H -3.5288 0.1067 1.5752
H -2.0591 -3.5657 1.7353
H 1.8960 0.1516 -2.3782
H 3.7129 2.0331 -2.7535
*
```

Output
Relative energy (zero: lowest compared OMol25 entry of this formula, charge and spin)   4.048 eV

These are the natural (NBO) partial charges, in e, on atoms 1 to 5: 0.091 -0.272 0.182 -0.194 -0.221



No. 5
Formula: C57H64N5O2
Source: OMol25
Level of theory: the ωB97M-V functional and the def2-TZVPD basis

Geometry as ORCA input:
```
! RIJCOSX wB97M-V def2-TZVPD def2/J DEFGRID3
* xyz 1 1
O -3.3238 -4.4524 -3.9051
O -1.4587 -5.6083 -3.6019
N 1.6676 0.6710 -0.5796
N -4.0736 0.8902 7.4443
N 0.7638 -0.0103 -2.4762
N -2.3350 -4.7898 -3.2173
N 2.1630 1.5055 -1.5750
C 4.1871 -1.0561 -0.0279
C 3.7095 -2.5065 0.0762
C -2.1335 2.2093 -4.5404
C 0.2044 -1.7831 -4.1316
C 2.7108 3.1412 -6.2806
C -0.1501 -0.5850 -3.4418
C -0.9320 -4.5403 -1.2706
C 2.3446 1.4195 3.0328
C -2.2315 0.2430 5.4274
C 1.6072 1.0984 -2.7033
C -2.2548 1.5367 5.9776
C 0.1095 -1.1206 -0.2496
C 2.2965 0.6797 0.7291
C 1.8987 1.7746 -3.9660
C -1.2315 2.4828 5.7218
C -3.8704 -0.4398 7.1166
C -3.3386 3.2272 7.3993
C 3.2472 0.4058 3.3340
C -3.2889 1.2631 -2.5044
C 1.7217 -3.5272 -5.2397
C -2.3792 4.1644 7.0145
C -0.6331 1.8339 1.1728
C -3.2738 1.8975 6.9338
C -2.8375 -3.0145 -1.6286
C -2.1826 -2.0379 -0.9030
C -2.9592 -0.7763 6.0488
C -2.7162 -2.1501 5.7731
C 1.6481 -2.3700 -4.2304
C 2.9596 2.7139 -3.9168
C -0.7936 -2.2035 -0.6073
C 5.6736 -1.0107 0.3459
C -4.1195 -2.8043 7.6330
C -2.1100 -4.1774 -1.9536
C 1.0624 3.6035 0.4390
C -2.3727 -0.7463 -4.3727
C -3.2385 -3.1441 6.5871
C -0.8128 -2.5192 -4.7449
C 0.7693 -0.2395 -1.0872
C -2.1018 -2.0131 -4.8475
C 1.2502 1.5319 -5.2044
C 3.6917 -0.4349 2.3297
C 2.0463 -2.9357 -2.8724
C 1.6720 2.2039 -6.3528
C -1.9498 1.3991 -3.2478
C -5.0004 1.1714 8.5431
C 1.8118 1.5470 1.7471
C 2.6647 -1.3354 -4.7168
C -4.4579 -1.4727 7.8645
C 0.6671 2.5703 1.4970
C 4.1237 -0.5781 -1.4658
C 3.3581 3.3916 -5.0622
C -1.3199 3.7913 6.1700
C -1.4220 -0.0099 -3.6473
C -1.0788 2.2360 -2.3311
C 3.3632 -0.2096 0.9897
C -0.2859 -3.5410 -0.5653
C 0.3398 3.3727 2.7518
H -0.5408 -5.5477 -1.3968
H -0.4864 4.0646 2.5407
H 2.3218 -0.8826 -5.6566
H -1.1675 2.2984 -5.0575
H -3.7349 2.2603 -2.3777
H 0.4324 -1.0563 0.7859
H -0.0037 2.7072 3.5477
H 2.8186 -0.5378 -3.9872
H -1.3877 2.5392 0.8008
H -0.6055 -3.4840 -5.2102
H -0.4849 1.0465 0.4369
H 1.3880 -3.1914 -6.2294
H 2.6154 -2.5597 -0.0114
H 4.3611 0.4847 -1.5769
H 3.1446 -0.7667 -1.9024
H -1.5595 0.0159 4.6024
H -5.2406 2.2320 8.5658
H -0.5811 4.5332 5.8646
H 0.1737 4.1414 0.0855
H -2.0742 -2.3978 4.9272
H 1.5468 -3.8992 -2.7006
H 3.6414 -1.8131 -4.8980
H -2.6892 -1.1113 -0.6302
H 1.1178 -4.3825 -4.9119
H -0.7729 1.6557 -1.4559
H -2.8464 1.7319 -5.2220
H 1.7273 -2.2686 -2.0620
H -4.5701 0.8833 9.5149
H 2.0452 2.0879 3.8424
H 4.3508 -1.2655 2.5915
H 3.0147 3.6835 -7.1750
H -5.1643 -1.2387 8.6609
H 1.1862 1.9861 -7.3066
H -1.6610 3.0939 -1.9512
H 6.2627 -1.5641 -0.3965
H 3.1334 -3.0924 -2.8112
H 4.1748 4.1092 -4.9965
H 3.4588 2.8691 -2.9598
H 3.9877 -2.9261 1.0508
H -1.0171 1.3337 2.0740
H 5.8704 -1.4589 1.3240
H 6.0155 0.0304 0.3552
H -2.8821 -2.5937 -5.3322
H 0.6527 -3.7603 -0.0449
H 0.4559 0.7823 -5.2613
H -3.8335 -2.8866 -2.0490
H -2.4894 3.2204 -4.2983
H -3.3680 -0.3340 -4.5490
H -0.1993 2.6476 -2.8399
H 3.6035 0.2704 4.3566
H 1.2012 3.9509 3.1032
H -2.9871 -4.1902 6.4104
H 4.1637 -3.1243 -0.7101
H -2.4256 5.1809 7.4037
H -4.5332 -3.5805 8.2779
H -4.1285 3.5573 8.0746
H 1.7512 4.3280 0.8915
H -3.1226 0.8349 -1.5061
H 2.7592 -3.8764 -5.3372
H -0.3434 2.1230 5.2022
H 1.5754 3.1726 -0.4187
H -4.0144 0.6323 -3.0264
H 4.8384 -1.1544 -2.0740
H -5.9407 0.6234 8.4083
*
```

Output
Relative energy (zero: lowest compared OMol25 entry of this formula, charge and spin)   0.284 eV

These are the Mulliken partial charges, in e, on atoms 1 to 5: -0.641 -0.626 2.248 0.077 2.221



No. 6
Formula: C6H12O
Source: OMol25
Level of theory: the ωB97M-V functional and the def2-TZVPD basis

Geometry as ORCA input:
```
! RIJCOSX wB97M-V def2-TZVPD def2/J DEFGRID3
* xyz 0 1
O -0.6471 0.0294 1.3968
C 1.5281 0.9452 1.0733
C -0.2880 1.5409 -0.5714
C 0.1735 0.5835 0.4692
C -0.5375 -0.9758 0.3947
C -1.8745 -1.2146 -0.3213
C 0.8069 -1.3043 -0.3685
H 1.8866 0.1795 1.7651
H -2.7262 -1.1235 0.3679
H 0.3984 -2.0704 -1.0038
H 1.3471 1.8614 1.6575
H -1.1864 1.1943 -1.0765
H -1.9674 -2.2043 -0.7937
H -2.0592 -0.4787 -1.1127
H -0.5029 2.4833 -0.0671
H 0.4913 1.7317 -1.3250
H 1.3147 -0.6153 -1.1143
H 1.6091 -1.6702 0.2642
H 2.3118 1.1755 0.3417
*
```

Output
Relative energy (zero: lowest compared OMol25 entry of this formula, charge and spin)   4.346 eV
SMILES   CC1(C)OC1(C)C

These are the natural (NBO) partial charges, in e, on atoms 1 to 5: -0.473 -0.655 -0.666 0.355 0.134